No. 1
Below is a molecular structure, C18H18ClFeO7, with properties calculated with the ωB97M-V functional and the def2-TZVPD basis.

Positions of all 45 atoms, in Å:
Fe 0.186 0.263 0.743
O 2.057 -4.212 -3.176
C 1.706 -3.319 -2.431
C 2.442 -2.862 -1.189
O 3.494 -3.327 -0.773
C 1.622 -1.791 -0.634
C 0.484 -1.554 -1.445
O -0.345 -0.645 -1.110
C 0.453 -2.479 -2.575
O -0.384 -2.594 -3.457
O 1.798 -1.094 0.418
C -3.118 -0.649 0.734
C -2.172 -1.254 1.775
C -1.734 -2.653 1.331
C -2.888 -1.345 3.127
O -1.050 -0.437 1.949
H -4.014 -1.266 0.611
H -2.612 -0.565 -0.230
H -3.423 0.350 1.055
H -2.585 -3.338 1.256
H -1.015 -3.055 2.048
H -1.251 -2.600 0.355
H -3.780 -1.977 3.068
H -3.182 -0.345 3.451
H -2.208 -1.761 3.874
C 2.404 0.261 3.042
C 1.586 1.187 2.151
O 1.714 2.394 2.316
H 2.953 0.837 3.795
H 3.078 -0.326 2.416
H 1.733 -0.460 3.518
Cl -1.961 1.892 -2.727
C -0.348 2.507 -2.431
C 0.391 2.899 -3.536
C 1.662 3.428 -3.373
C 2.168 3.557 -2.082
C 1.423 3.159 -0.990
C 0.129 2.606 -1.115
C -0.586 2.141 0.061
H -0.040 2.778 -4.521
H 2.245 3.721 -4.237
H 3.162 3.963 -1.926
H 1.826 3.246 0.012
H -1.650 1.981 -0.094
H -0.368 2.738 0.945

## Properties
Total charge ... -2
Lowest unoccupied orbital energy (alpha / beta) ... 4.96 / 4.94 eV
HOMO-LUMO gap (alpha / beta) ... 5.91 / 6.57 eV
Multiplicity ... 6
Relative energy (zero: lowest compared OMol25 entry of this formula, charge and spin) ... 0.0 kcal/mol



No. 2
Below is C18H18ClN3O2 in the gas phase, with properties calculated with the ωB97M-V functional and the def2-TZVPD basis.

Positions of all 42 atoms, in Å:
O -0.278 1.228 -0.503
C 0.752 0.738 -0.908
N 1.796 0.334 -0.102
C 1.798 -0.119 1.241
O 2.438 -1.125 1.476
N 1.155 0.576 2.194
C 0.936 -0.066 3.475
C -0.593 -0.223 3.687
N -1.351 0.324 2.584
C -1.615 -0.464 1.463
C -2.609 -0.048 0.570
C -2.908 -0.790 -0.552
C -2.241 -1.975 -0.821
C -1.280 -2.400 0.077
Cl -0.414 -3.868 -0.234
C -0.966 -1.673 1.212
C -1.010 1.711 2.357
C 0.520 1.867 2.116
C 0.997 0.502 -2.358
C -0.101 0.149 -3.138
C 0.057 -0.100 -4.488
C 1.307 0.023 -5.073
C 2.398 0.399 -4.305
C 2.249 0.632 -2.950
H 2.514 -0.183 -0.600
H 1.378 0.554 4.262
H 1.449 -1.028 3.461
H -0.870 -1.268 3.824
H -0.899 0.326 4.584
H -3.147 0.866 0.762
H -3.674 -0.445 -1.231
H -2.459 -2.555 -1.703
H -0.191 -2.045 1.862
H -1.546 2.074 1.484
H -1.315 2.289 3.235
H 0.966 2.501 2.893
H 0.711 2.320 1.147
H -1.066 0.063 -2.661
H -0.794 -0.388 -5.086
H 1.432 -0.168 -6.128
H 3.369 0.509 -4.764
H 3.103 0.944 -2.365

## Properties
Structure (SMILES) ... O=C(NC(=O)N1CCN(c2cccc(Cl)c2)CC1)c1ccccc1
Lowest unoccupied orbital energy ... 0.53 eV
HOMO-LUMO gap ... 8.39 eV
Relative energy (zero: lowest compared OMol25 entry of this formula, charge and spin) ... 16.2 kcal/mol



No. 3
Below is C18H18ClN3O7S in the gas phase, with properties calculated with the ωB97M-V functional and the def2-TZVPD basis.

Positions of all 48 atoms, in Å:
C 4.237 2.827 1.906
O 3.571 1.742 2.528
C 2.339 1.343 2.155
C 2.028 0.047 2.597
C 0.807 -0.544 2.360
O 0.458 -1.809 2.747
C 1.406 -2.574 3.459
C -0.180 0.174 1.657
N -1.401 -0.474 1.436
C -2.403 -0.123 0.592
O -2.471 0.941 0.014
C -3.437 -1.237 0.391
N -2.902 -2.391 -0.294
C -2.135 -3.382 0.415
S -2.664 -2.219 -1.936
O -2.163 -3.473 -2.411
O -3.872 -1.698 -2.495
C -1.384 -0.969 -2.076
C -1.712 0.265 -2.608
C -0.791 1.301 -2.627
C 0.449 1.044 -2.074
N 1.579 1.810 -1.895
C 2.547 1.061 -1.267
O 3.644 1.418 -0.948
O 2.049 -0.191 -1.066
C 0.772 -0.217 -1.547
C -0.135 -1.252 -1.543
C 0.111 1.448 1.213
C 1.351 2.031 1.452
Cl 1.539 3.644 0.834
H 5.263 2.764 2.267
H 3.812 3.788 2.202
H 4.230 2.722 0.820
H 2.811 -0.463 3.130
H 2.307 -2.742 2.865
H 1.673 -2.093 4.404
H 0.920 -3.527 3.662
H -1.463 -1.362 1.914
H -3.861 -1.552 1.349
H -4.233 -0.843 -0.246
H -1.156 -3.026 0.758
H -2.709 -3.744 1.270
H -1.981 -4.203 -0.282
H -2.710 0.401 -2.990
H -1.040 2.268 -3.029
H 1.684 2.789 -2.101
H 0.103 -2.230 -1.161
H -0.643 2.000 0.675

## Properties
Structure (SMILES) ... COc1cc(OC)c(NC(=O)CN(C)S(=O)(=O)c2ccc3[nH]c(=O)oc3c2)cc1Cl
Lowest unoccupied orbital energy ... 0.45 eV
HOMO-LUMO gap ... 8.59 eV
Relative energy (zero: lowest compared OMol25 entry of this formula, charge and spin) ... 2.0 kcal/mol



No. 4
Below is C18H18ClNO3S in the gas phase, with properties calculated with the ωB97M-V functional and the def2-TZVPD basis.

Positions of all 42 atoms, in Å:
C 6.915 -2.650 0.303
S 6.125 -1.113 0.860
C 4.412 -1.527 0.974
C 3.564 -0.522 1.440
C 2.213 -0.756 1.562
C 1.672 -1.993 1.219
C 0.188 -2.213 1.335
N -0.541 -1.256 0.522
C -0.382 -1.402 -0.903
C -1.265 -0.291 1.131
O -1.433 -0.261 2.337
C -1.854 0.770 0.251
C -1.029 1.612 -0.489
C -1.588 2.638 -1.227
Cl -0.588 3.679 -2.169
C -2.966 2.854 -1.239
C -3.781 2.032 -0.451
C -3.221 0.995 0.284
O -5.132 2.225 -0.378
C -5.549 3.483 -0.863
C -4.866 3.783 -2.196
O -3.469 3.857 -2.017
C 2.521 -2.984 0.752
C 3.883 -2.762 0.632
H 6.735 -3.442 1.024
H 6.551 -2.921 -0.684
H 7.977 -2.429 0.254
H 3.985 0.436 1.706
H 1.560 0.022 1.931
H -0.076 -3.230 1.024
H -0.140 -2.057 2.367
H -1.110 -0.794 -1.432
H 0.625 -1.112 -1.217
H -0.534 -2.450 -1.172
H 0.041 1.479 -0.490
H -3.866 0.378 0.887
H -6.633 3.428 -0.973
H -5.290 4.267 -0.138
H -5.177 4.748 -2.596
H -5.109 2.988 -2.914
H 2.121 -3.951 0.481
H 4.512 -3.558 0.269

## Properties
Structure (SMILES) ... CSc1ccc(CN(C)C(=O)c2cc(Cl)c3c(c2)OCCO3)cc1
Lowest unoccupied orbital energy ... 0.69 eV
HOMO-LUMO gap ... 8.75 eV
Relative energy (zero: lowest compared OMol25 entry of this formula, charge and spin) ... 34.7 kcal/mol



No. 5
Below is C18H18ClNO4S in the gas phase, with properties calculated with the ωB97M-V functional and the def2-TZVPD basis.

Positions of all 43 atoms, in Å:
C -0.400 -1.652 3.162
C -0.280 -0.161 2.894
O -0.659 0.056 1.549
C -0.633 1.322 1.040
C -0.188 2.449 1.710
C -0.197 3.683 1.076
C -0.646 3.799 -0.224
C -1.099 2.681 -0.906
C -1.100 1.445 -0.283
N -1.552 0.263 -0.886
C -1.878 0.054 -2.177
O -1.892 0.882 -3.059
C -2.243 -1.420 -2.457
O -1.096 -2.259 -2.327
C -0.831 -2.788 -1.131
O -1.511 -2.628 -0.152
C 0.441 -3.596 -1.186
S 1.633 -2.995 0.059
C 1.855 -1.278 -0.313
C 1.530 -0.693 -1.528
C 1.739 0.661 -1.721
C 2.298 1.423 -0.710
Cl 2.562 3.108 -0.954
C 2.653 0.841 0.499
C 2.427 -0.505 0.695
H -0.150 -1.863 4.198
H -1.415 -1.982 2.961
H 0.271 -2.203 2.510
H 0.754 0.175 3.051
H -0.941 0.407 3.563
H 0.169 2.377 2.725
H 0.157 4.552 1.609
H -0.645 4.759 -0.716
H -1.451 2.760 -1.921
H -1.582 -0.519 -0.237
H -2.569 -1.511 -3.493
H -3.027 -1.755 -1.770
H 0.882 -3.579 -2.181
H 0.241 -4.623 -0.879
H 1.113 -1.272 -2.336
H 1.466 1.118 -2.659
H 3.096 1.442 1.277
H 2.696 -0.976 1.628

## Properties
Structure (SMILES) ... CCOc1ccccc1NC(=O)COC(=O)CSc1ccc(Cl)cc1
Lowest unoccupied orbital energy ... 0.53 eV
HOMO-LUMO gap ... 8.45 eV
Relative energy (zero: lowest compared OMol25 entry of this formula, charge and spin) ... 0.0 kcal/mol



No. 6
Below is a molecular structure, C18H18F in a non-equilibrium geometry, with properties calculated with the ωB97M-V functional and the def2-TZVPD basis.

Positions of all 37 atoms, in Å:
C -5.175 -0.088 -1.650
C -3.804 0.551 -1.614
C -2.631 -0.108 -1.625
C -1.356 0.524 -1.452
C -0.215 -0.172 -1.088
H -5.999 0.635 -1.687
H -5.267 -0.718 -2.534
H -5.401 -0.774 -0.825
H -3.704 1.648 -1.565
H -2.683 -1.202 -1.542
H -1.237 1.630 -1.422
H 0.715 0.365 -1.389
H -0.282 -1.222 -1.291
F 4.444 -4.239 -0.559
C 3.553 -3.290 -0.213
C 2.432 -3.700 0.526
C 1.540 -2.711 0.975
C 1.723 -1.349 0.610
C 0.530 -0.440 0.646
C 0.692 0.933 1.272
C -0.510 1.474 1.853
C -0.653 2.843 1.929
C 0.382 3.680 1.485
C 1.571 3.166 1.021
C 1.786 1.789 1.013
C 2.880 -1.001 -0.104
C 3.800 -1.976 -0.507
H 2.294 -4.720 0.798
H 0.654 -3.008 1.529
H -0.415 -0.896 1.042
H -1.303 0.807 2.176
H -1.505 3.254 2.429
H 0.257 4.755 1.641
H 2.387 3.865 0.788
H 2.770 1.368 0.804
H 2.996 0.022 -0.458
H 4.736 -1.697 -1.012

## Properties
Total charge ... +1
Lowest unoccupied orbital energy ... -5.82 eV
HOMO-LUMO gap ... 6.26 eV
Relative energy (zero: lowest compared OMol25 entry of this formula, charge and spin) ... 24.2 kcal/mol



No. 7
Below is a molecular structure, C18H18F2IrN7O2S2 in a non-equilibrium geometry, with properties calculated with the ωB97M-V functional and the def2-TZVPD basis.

Positions of all 50 atoms, in Å:
Ir 0.626 -0.509 -0.479
O 3.258 -0.862 2.393
C 2.499 -0.035 1.937
O 2.252 0.108 0.658
C 1.807 0.922 2.870
C 2.373 1.152 4.116
C 1.749 1.975 5.041
C 0.527 2.565 4.734
C -0.044 2.361 3.493
C 0.594 1.545 2.544
S -0.218 1.384 1.027
H 3.313 0.668 4.343
H 2.215 2.155 6.000
H 0.024 3.188 5.461
H -0.993 2.818 3.245
N -0.830 -3.898 1.403
C -0.362 -3.384 2.597
C 0.204 -2.184 2.306
N 0.084 -1.966 0.953
C -0.537 -3.006 0.442
C -0.760 -2.973 -0.973
N -0.392 -1.879 -1.615
C -0.604 -2.110 -2.953
C -1.138 -3.348 -3.102
N -1.237 -3.886 -1.836
H -1.312 -4.774 1.293
H -0.488 -3.901 3.531
H 0.695 -1.486 2.961
H -0.363 -1.378 -3.702
H -1.438 -3.893 -3.979
H -1.541 -4.821 -1.626
C -3.426 3.450 -1.593
C -3.089 2.470 -2.724
C -1.671 2.006 -2.622
N -1.278 1.027 -1.898
N 0.093 0.847 -1.936
C 0.718 1.725 -2.695
N 2.043 1.799 -2.863
S -0.369 2.837 -3.434
H -4.456 3.791 -1.690
H -2.774 4.323 -1.623
H -3.308 2.963 -0.626
H -3.245 2.948 -3.692
H -3.731 1.592 -2.663
H 2.623 1.068 -2.489
H 2.427 2.397 -3.571
F 2.024 -1.073 -2.889
C 2.144 -1.257 -1.516
F 2.222 -2.625 -1.373
H 3.092 -0.836 -1.188

## Properties
Total charge ... +1
Lowest unoccupied orbital energy (alpha / beta) ... -2.72 / -4.87 eV
HOMO-LUMO gap (alpha / beta) ... 8.27 / 5.81 eV
Multiplicity ... 2
Relative energy (zero: lowest compared OMol25 entry of this formula, charge and spin) ... 35.8 kcal/mol



No. 8
Below is a molecular structure, C18H18FeNO4S2, with properties calculated with the ωB97M-V functional and the def2-TZVPD basis.

Positions of all 44 atoms, in Å:
Fe 0.736 0.050 1.268
C -0.871 -0.906 -3.920
C 0.286 -1.143 -2.985
C 1.529 -0.563 -3.217
C 2.587 -0.768 -2.342
C 2.423 -1.565 -1.219
C 1.192 -2.165 -0.985
C 0.136 -1.949 -1.861
H -0.961 -1.715 -4.649
H -0.747 0.025 -4.474
H -1.812 -0.849 -3.371
H 1.662 0.081 -4.080
H 3.536 -0.281 -2.524
H 3.227 -1.700 -0.507
H 1.046 -2.784 -0.109
H -0.828 -2.405 -1.657
O 0.614 1.181 -0.579
C -0.378 1.549 -1.189
C -1.746 1.172 -0.918
C -2.733 1.713 -1.743
C -4.051 1.381 -1.549
C -4.427 0.499 -0.519
C -3.481 -0.041 0.297
C -2.085 0.264 0.143
O -1.229 -0.271 0.903
N -5.068 1.948 -2.417
O -4.715 2.709 -3.304
O -6.231 1.631 -2.220
H -0.244 2.233 -2.046
H -2.466 2.393 -2.541
H -5.474 0.263 -0.394
H -3.748 -0.721 1.095
C 3.046 1.542 4.954
C 2.485 0.741 3.798
S 1.787 1.711 2.496
C 2.536 -0.602 3.770
C 3.135 -1.417 4.884
S 1.896 -1.581 2.441
H 2.920 2.607 4.765
H 4.114 1.356 5.102
H 2.537 1.310 5.894
H 3.615 -0.795 5.640
H 3.880 -2.115 4.492
H 2.369 -2.022 5.378

## Properties
Total charge ... -1
Lowest unoccupied orbital energy (alpha / beta) ... 2.05 / 2.03 eV
HOMO-LUMO gap (alpha / beta) ... 5.52 / 5.68 eV
Multiplicity ... 5
Relative energy (zero: lowest compared OMol25 entry of this formula, charge and spin) ... 0.0 kcal/mol



No. 9
Below is C18H18IN3O2 in the gas phase in a non-equilibrium geometry, with properties calculated with the ωB97M-V functional and the def2-TZVPD basis.

Positions of all 42 atoms, in Å:
C -2.852 3.564 -1.788
C -1.422 2.944 -1.921
C -1.081 1.967 -0.792
C -0.909 2.364 0.514
C -0.550 1.437 1.535
C -0.370 2.013 2.863
O -1.195 1.693 3.723
O 0.528 3.031 3.004
C -0.146 0.205 1.046
C 0.471 -1.099 1.565
C 0.769 -1.531 2.969
C 1.787 -0.553 3.476
C -0.493 -1.602 3.935
N 0.775 -1.969 0.623
N 0.388 -1.425 -0.602
C 0.906 -1.943 -1.853
C 0.486 -3.251 -2.280
C 0.701 -3.568 -3.604
C 1.365 -2.774 -4.534
I 1.867 -3.397 -6.737
C 1.707 -1.476 -4.181
C 1.524 -1.078 -2.797
C -0.196 -0.111 -0.294
N -0.627 0.764 -1.168
H -2.933 4.408 -2.516
H -3.588 2.755 -2.018
H -3.126 3.957 -0.809
H -1.356 2.486 -2.908
H -0.691 3.755 -1.968
H -1.138 3.345 0.965
H 0.495 3.169 3.968
H 1.157 -2.529 2.887
H 2.379 -1.045 4.224
H 2.551 -0.456 2.702
H 1.265 0.462 3.795
H -1.351 -1.915 3.192
H -0.734 -0.673 4.563
H -0.510 -2.511 4.540
H 0.021 -3.923 -1.687
H 0.478 -4.559 -3.973
H 1.985 -0.889 -5.041
H 1.662 -0.036 -2.618

## Properties
Structure (SMILES) ... CCc1cc(C(=O)O)c2c(C(C)C)nn(-c3ccc(I)cc3)c2n1
Lowest unoccupied orbital energy ... -0.18 eV
HOMO-LUMO gap ... 8.34 eV
Relative energy (zero: lowest compared OMol25 entry of this formula, charge and spin) ... 55.2 kcal/mol



No. 10
Below is C18H18N2O5 in the gas phase, with properties calculated with the ωB97M-V functional and the def2-TZVPD basis.

Positions of all 43 atoms, in Å:
O 5.812 -0.373 -0.186
C 4.742 -0.775 0.199
C 4.166 -2.139 -0.216
O 2.746 -2.128 -0.168
C 2.149 -1.318 -1.080
O 2.758 -0.777 -1.966
C 0.709 -1.136 -0.818
C 0.046 -1.795 0.213
C -1.284 -1.532 0.464
C -1.980 -0.594 -0.303
N -3.321 -0.324 -0.034
C -4.153 -1.253 0.711
C -5.577 -0.786 0.404
C -5.399 0.712 0.189
C -3.976 0.845 -0.323
O -3.502 1.816 -0.858
C -1.316 0.055 -1.348
C 0.010 -0.216 -1.598
N 3.940 -0.115 1.065
C 4.009 1.322 1.266
C 2.833 1.968 0.605
C 1.499 1.899 0.894
C 0.833 2.604 -0.138
C 1.812 3.039 -0.976
O 3.019 2.656 -0.537
H 4.490 -2.919 0.475
H 4.522 -2.361 -1.226
H 0.577 -2.513 0.819
H -1.777 -2.047 1.274
H -3.967 -2.278 0.384
H -3.944 -1.178 1.786
H -6.269 -1.025 1.209
H -5.934 -1.257 -0.512
H -6.104 1.147 -0.516
H -5.473 1.267 1.127
H -1.843 0.777 -1.948
H 0.533 0.285 -2.399
H 3.053 -0.540 1.299
H 4.937 1.670 0.808
H 4.019 1.535 2.340
H 1.046 1.417 1.737
H -0.222 2.756 -0.238
H 1.778 3.611 -1.881

## Properties
Structure (SMILES) ... O=C(COC(=O)c1ccc(N2CCCC2=O)cc1)NCc1ccco1
Lowest unoccupied orbital energy ... 0.28 eV
HOMO-LUMO gap ... 8.79 eV
Relative energy (zero: lowest compared OMol25 entry of this formula, charge and spin) ... 15.3 kcal/mol



No. 11
Below is a molecular structure, C18H18N3O8P2Tm in a non-equilibrium geometry, with properties calculated with the ωB97M-V functional and the def2-TZVPD basis.

Positions of all 50 atoms, in Å:
Tm 1.019 -0.219 -0.095
O -1.830 1.906 2.523
C -1.028 1.143 1.990
N -0.488 1.260 0.767
C -0.990 2.419 0.068
C -0.343 2.567 -1.272
C -0.586 3.702 -2.047
C 0.049 3.844 -3.259
C 0.944 2.860 -3.665
C 1.134 1.774 -2.842
N 0.482 1.599 -1.679
C -0.564 -0.077 2.745
C -1.077 -0.388 3.993
C -0.641 -1.547 4.611
C 0.283 -2.357 3.968
C 0.754 -1.970 2.725
N 0.342 -0.845 2.133
H -0.826 3.338 0.644
H -2.079 2.363 -0.066
H -1.262 4.460 -1.674
H -0.125 4.717 -3.873
H 1.498 2.941 -4.588
H 1.866 1.019 -3.088
H -1.800 0.281 4.436
H -1.022 -1.824 5.586
H 0.636 -3.275 4.417
H 1.465 -2.564 2.166
C -3.178 -1.193 0.632
C -2.244 -2.169 0.318
C -1.552 -2.107 -0.888
C -1.789 -1.052 -1.767
C -2.727 -0.075 -1.449
C -3.423 -0.150 -0.252
H -3.713 -1.238 1.572
H -2.052 -2.981 1.008
H -0.811 -2.858 -1.130
H -1.235 -0.996 -2.697
H -2.907 0.741 -2.137
H -4.145 0.613 0.007
O 3.407 -0.789 1.341
P 4.031 -0.225 -0.057
O 5.443 0.118 -0.016
O 2.917 0.769 -0.389
O 3.789 -1.486 -1.070
P 2.498 -2.370 -1.455
O 1.598 -1.253 -2.289
O 2.856 -3.554 -2.217
O 1.591 -2.350 -0.232
H 3.998 -1.435 1.751
H 1.836 -1.090 -3.208

## Properties
Lowest unoccupied orbital energy (alpha / beta) ... -0.15 / -0.14 eV
HOMO-LUMO gap (alpha / beta) ... 9.08 / 9.09 eV
Multiplicity ... 3
Relative energy (zero: lowest compared OMol25 entry of this formula, charge and spin) ... 0.0 kcal/mol